(1)
{
  "formula": "C16H23NO9",
  "method": "the ωB97M-V functional and the def2-TZVPD basis",
  "gap_ev": 8.56,
  "smiles": "C[C@H]1COC(=O)O1.C[C@H]1COC(=O)O1.C[C@H]1COC(=O)O1.c1cc[nH]c1",
  "e_lumo_ev": 0.244,
  "e_homo_ha": -0.3054,
  "elements": ["C", "C", "C", "O", "C", "O", "O", "H", "H", "H", "H", "H", "H", "C", "C", "C", "O", "C", "O", "O", "H", "H", "H", "H", "H", "H", "C", "C", "C", "O", "C", "O", "O", "H", "H", "H", "H", "H", "H", "C", "C", "C", "N", "C", "H", "H", "H", "H", "H"],
  "positions_angstrom": [[0.54, 2.27, 8.15], [1.55, 1.16, 7.81], [1.20, 0.06, 6.79], [2.05, 0.30, 5.67], [2.94, 1.25, 5.99], [3.93, 1.62, 5.29], [2.56, 1.90, 7.02], [-0.26, 1.92, 8.80], [0.02, 2.61, 7.25], [1.03, 3.05, 8.73], [2.03, 0.74, 8.69], [0.13, 0.25, 6.74], [1.33, -0.89, 7.30], [0.70, 2.89, -1.92], [1.90, 2.36, -1.08], [1.85, 0.90, -0.65], [3.21, 0.54, -1.05], [3.72, 1.32, -1.92], [4.64, 1.05, -2.66], [3.02, 2.42, -2.02], [-0.31, 2.68, -1.57], [0.65, 2.48, -2.92], [0.80, 3.97, -2.06], [2.07, 2.91, -0.15], [1.21, 0.15, -1.10], [1.64, 0.61, 0.38], [-0.84, -1.34, -6.91], [-1.19, -2.77, -6.61], [-0.16, -3.66, -7.28], [0.27, -4.66, -6.43], [-0.16, -4.28, -5.22], [-0.01, -4.92, -4.15], [-0.78, -3.07, -5.28], [-1.42, -0.79, -6.17], [-1.07, -1.14, -7.96], [0.17, -1.09, -6.59], [-2.21, -3.14, -6.74], [0.73, -3.14, -7.64], [-0.57, -4.02, -8.23], [-3.11, -1.28, 1.18], [-3.57, -0.43, 2.20], [-4.08, 0.70, 1.52], [-4.19, 0.43, 0.19], [-3.59, -0.84, -0.06], [-2.54, -2.18, 1.37], [-3.45, -0.53, 3.27], [-4.32, 1.75, 1.67], [-4.49, 1.06, -0.53], [-3.56, -1.16, -1.09]]
}

***

(2)
{
  "formula": "C55H68N3",
  "method": "the ωB97M-V functional and the def2-TZVPD basis",
  "gap_ev": 4.46,
  "total_charge": 1,
  "e_lumo_ev": -4.470,
  "relative_energy_kj_mol": 34.0,
  "e_homo_ha": -0.3280,
  "elements": ["C", "C", "C", "C", "C", "C", "C", "C", "C", "C", "C", "C", "C", "C", "N", "C", "C", "N", "C", "C", "C", "C", "C", "C", "C", "C", "C", "C", "C", "C", "C", "C", "C", "C", "C", "C", "C", "C", "C", "C", "H", "H", "H", "H", "H", "H", "H", "H", "H", "H", "H", "H", "H", "H", "H", "H", "H", "H", "H", "H", "H", "H", "H", "H", "H", "H", "H", "H", "H", "H", "H", "H", "H", "H", "H", "H", "H", "H", "H", "H", "H", "H", "H", "H", "H", "H", "H", "H", "H", "H", "H", "H", "C", "N", "C", "C", "C", "C", "C", "C", "C", "C", "C", "C", "C", "C", "C", "C", "C", "C", "H", "H", "H", "H", "H", "H", "H", "H", "H", "H", "H", "H", "H", "H", "H", "H"],
  "positions_angstrom": [[-2.23, -1.96, 1.24], [-3.55, -1.89, 1.99], [-4.61, -2.54, 1.09], [-3.51, -2.74, 3.26], [-3.92, -0.40, 2.34], [-4.95, 0.16, 1.59], [-5.79, 1.11, 2.16], [-5.46, 1.60, 3.41], [-4.18, 1.43, 3.94], [-3.86, 2.47, 5.08], [-2.38, 2.76, 5.25], [-4.50, 2.00, 6.39], [-4.45, 3.85, 4.76], [-3.38, 0.37, 3.42], [-2.10, 0.03, 4.02], [-2.01, -0.40, 5.42], [-0.55, -0.31, 5.75], [0.11, -0.13, 4.45], [1.55, -0.33, 4.36], [2.06, -1.66, 4.36], [1.27, -3.01, 4.46], [1.98, -4.12, 3.66], [-0.13, -3.00, 3.88], [1.24, -3.46, 5.93], [3.44, -1.83, 4.36], [4.32, -0.77, 4.24], [3.83, 0.51, 4.37], [2.46, 0.77, 4.47], [2.14, 2.26, 4.81], [3.00, 3.22, 3.96], [2.46, 2.49, 6.29], [0.71, 2.65, 4.54], [-0.83, 0.13, 3.46], [-0.60, 0.55, 2.15], [0.69, 0.85, 1.58], [1.71, -0.13, 1.46], [2.98, 0.23, 1.03], [3.24, 1.54, 0.61], [2.21, 2.48, 0.56], [0.93, 2.14, 1.01], [-1.43, -1.55, 1.85], [-1.99, -3.01, 0.99], [-2.27, -1.37, 0.31], [-5.61, -2.47, 1.52], [-4.61, -2.10, 0.08], [-4.36, -3.61, 0.98], [-4.52, -2.87, 3.67], [-3.09, -3.73, 3.02], [-2.89, -2.29, 4.03], [-5.17, -0.20, 0.59], [-6.70, 1.44, 1.65], [-6.19, 2.21, 3.95], [-1.95, 3.12, 4.31], [-2.26, 3.55, 6.01], [-1.82, 1.90, 5.60], [-5.59, 2.10, 6.34], [-4.28, 0.95, 6.63], [-4.14, 2.62, 7.22], [-5.54, 3.88, 4.82], [-4.07, 4.57, 5.50], [-4.13, 4.19, 3.77], [-2.64, 0.22, 6.07], [-2.38, -1.43, 5.55], [-0.33, 0.54, 6.42], [-0.18, -1.21, 6.26], [2.90, -4.47, 4.15], [1.31, -4.99, 3.59], [2.22, -3.79, 2.65], [-0.76, -2.25, 4.33], [-0.11, -2.84, 2.79], [-0.61, -3.97, 4.07], [0.78, -2.71, 6.59], [0.67, -4.39, 6.02], [2.26, -3.64, 6.29], [3.87, -2.83, 4.46], [5.39, -0.94, 4.11], [4.54, 1.33, 4.44], [2.93, 2.96, 2.90], [2.63, 4.24, 4.09], [4.05, 3.22, 4.26], [1.86, 1.82, 6.92], [3.52, 2.29, 6.50], [2.24, 3.52, 6.58], [0.05, 2.10, 5.20], [0.57, 3.72, 4.74], [0.43, 2.44, 3.51], [-1.48, 0.83, 1.57], [1.44, -1.16, 1.69], [3.78, -0.52, 1.03], [4.25, 1.81, 0.28], [2.39, 3.49, 0.18], [0.10, 2.84, 0.94], [0.22, 3.87, -4.79], [0.30, 2.49, -4.36], [0.44, 2.07, -3.07], [0.49, 0.65, -3.03], [0.50, -0.13, -1.87], [0.58, -1.57, -1.89], [-0.44, -2.35, -2.49], [-0.38, -3.73, -2.48], [0.73, -4.40, -1.93], [0.77, -5.89, -1.95], [1.77, -3.64, -1.38], [1.69, -2.26, -1.33], [0.47, 0.22, -4.45], [0.60, -0.99, -5.12], [0.44, -1.03, -6.52], [0.16, 0.14, -7.25], [0.10, 1.38, -6.60], [0.28, 1.39, -5.22], [-0.02, 3.91, -5.85], [-0.56, 4.41, -4.23], [1.18, 4.40, -4.63], [0.51, 2.76, -2.24], [0.47, 0.39, -0.91], [-1.28, -1.83, -2.94], [-1.20, -4.32, -2.91], [1.65, -6.27, -1.42], [-0.12, -6.31, -1.46], [0.78, -6.28, -2.98], [2.66, -4.16, -0.99], [2.50, -1.67, -0.90], [0.87, -1.89, -4.58], [0.53, -1.98, -7.05], [-0.02, 0.08, -8.32], [-0.10, 2.31, -7.13]]
}